[1]
Entry from the Open Molecules 2025 dataset: C2H4IN2O as an isolated structure (ωB97M-V/def2-TZVPD).

```
! RIJCOSX wB97M-V def2-TZVPD def2/J DEFGRID3
* xyz 1 1
C -2.15338 0.43215 -0.14340
C 0.26234 0.16027 0.43929
N -0.92945 0.26554 -0.03225
N 1.31133 -0.39540 -0.14575
O -3.10534 -0.41223 0.60943
I -4.98048 -0.00035 -0.01135
H -2.46422 1.31209 -0.77217
H 0.42840 0.61585 1.35560
H 2.26072 -0.33273 0.32852
H 1.30755 -0.78134 -1.09959
*
```

The HOMO-LUMO gap comes out at 8.60 eV. The calculation puts the HOMO energy at -13.5 eV. Its LUMO energy is -4.9 eV.

Atomic partial charges in e from the natural (NBO) method, atoms 1 to 6:
1 C 0.53
2 C 0.40
3 N -0.45
4 N -0.71
5 O -0.64
6 I 0.53



[2]
Entry from the Open Molecules 2025 dataset: C5H9NO as an isolated structure (ωB97M-V/def2-TZVPD).

```
! RIJCOSX wB97M-V def2-TZVPD def2/J DEFGRID3
* xyz 0 1
C 1.16108 1.05991 0.88876
C 0.12497 0.14253 0.36580
C 0.77723 -0.57344 -1.42953
C -0.95539 -0.39057 1.24470
O -1.91998 -0.86322 0.29848
C -1.67577 -0.16122 -0.86218
N -0.46295 0.35202 -0.86960
H 1.82783 1.45304 0.11386
H 1.76259 0.53694 1.63705
H 0.68118 1.92543 1.37701
H 0.60052 -1.61897 -1.18609
H 0.66780 -0.37214 -2.49018
H 1.81065 -0.34879 -1.15296
H -0.64428 -1.21270 1.89684
H -1.39868 0.43079 1.84790
H -2.35680 -0.35961 -1.67986
*
```

The HOMO-LUMO gap (spin up / spin down) comes out at 7.29 / 7.25 eV. The calculation puts the HOMO energy (spin up / spin down) at -6.5 / -6.5 eV. Its LUMO energy (spin up / spin down) is 0.8 / 0.8 eV.

Atomic partial charges in e from the natural (NBO) method, atoms 1 to 6:
1 C -0.65
2 C 0.11
3 C -0.41
4 C -0.12
5 O -0.50
6 C 0.20



[3]
Entry from the Open Molecules 2025 dataset: C38H45BaN4O3SSb2 as an isolated structure (ωB97M-V/def2-TZVPD).

```
! RIJCOSX wB97M-V def2-TZVPD def2/J DEFGRID3
* xyz 1 1
Ba -0.15443 0.39564 0.05597
C 2.83763 0.32314 1.01153
C 2.29211 -0.99368 1.57933
C 1.72112 -0.87774 3.00205
Sb -0.09375 0.27150 3.45024
C 0.76681 2.18158 2.97555
C 0.21076 2.99433 1.98616
C 0.88692 4.11660 1.51506
C 2.12164 4.44877 2.04883
C 2.66338 3.67666 3.07051
C 1.99507 2.55080 3.52606
C 0.21241 0.29354 5.54087
C 0.50848 -0.88564 6.21819
C 0.68586 -0.86952 7.59460
C 0.55892 0.32002 8.29706
C 0.25405 1.49515 7.62509
C 0.07883 1.48459 6.24851
Sb 3.18189 0.42414 -1.14083
C 3.88216 2.42398 -1.05099
C 3.29155 3.37773 -1.87704
C 3.66961 4.71241 -1.79322
C 4.64383 5.09889 -0.88541
C 5.24076 4.15337 -0.06047
C 4.85975 2.82234 -0.13984
C 4.98227 -0.68689 -1.16752
C 4.91903 -2.06110 -0.94634
C 6.07728 -2.82413 -0.95192
C 7.30282 -2.21914 -1.19449
C 7.36817 -0.85462 -1.43361
C 6.21101 -0.08654 -1.42082
H 3.79484 0.54649 1.48457
H 2.21556 1.18751 1.27062
H 3.12356 -1.70288 1.61678
H 1.57873 -1.49410 0.90300
H 2.47992 -0.44439 3.65755
H 1.50472 -1.87652 3.38845
H -0.77536 2.79002 1.57386
H 0.44172 4.72897 0.74105
H 2.65654 5.31331 1.67935
H 3.61663 3.94901 3.50532
H 2.44012 1.95045 4.31205
H 0.60468 -1.82531 5.68627
H 0.92003 -1.78736 8.11737
H 0.69540 0.33080 9.37009
H 0.15205 2.42298 8.17227
H -0.15139 2.41026 5.73389
H 2.54004 3.08467 -2.60237
H 3.21205 5.44492 -2.44526
H 4.94771 6.13596 -0.82703
H 6.00990 4.45303 0.63997
H 5.34187 2.09484 0.50358
H 3.96500 -2.55195 -0.78056
H 6.02263 -3.89094 -0.77921
H 8.20603 -2.81435 -1.20680
H 8.32162 -0.38435 -1.63515
H 6.27532 0.97752 -1.61323
N -0.92997 -2.33888 0.19747
C -1.56315 -2.00017 -1.04624
C -0.75843 -1.60537 -2.11426
C -1.33493 -1.10975 -3.27895
C -2.71148 -0.99710 -3.37513
C -3.51010 -1.42249 -2.32086
C -2.94555 -1.90819 -1.15024
S -3.47421 -0.27790 -4.84118
O -4.14304 -1.38597 -5.47307
O -2.34502 0.28880 -5.55604
O -4.36869 0.72423 -4.26319
H -1.59341 -2.73147 0.85574
H -0.19791 -3.02834 0.06050
H 0.32497 -1.70416 -2.04587
H -0.72862 -0.79222 -4.11793
H -4.58566 -1.36354 -2.42607
H -3.57484 -2.23387 -0.32862
C -5.03450 1.31246 -1.15710
N -3.78282 1.93473 -0.72270
C -3.41045 1.68427 0.64424
C -2.81752 2.31547 -1.61681
N -1.54189 2.09356 -1.31470
N -3.20072 2.91514 -2.74641
C -2.30419 2.99074 -3.89051
C -4.49559 3.55278 -2.93544
H -5.12663 0.33797 -0.67232
H -5.02273 1.15116 -2.23326
H -5.89777 1.91780 -0.87470
H -4.30995 1.67852 1.25869
H -2.75506 2.46943 1.01694
H -2.93270 0.69807 0.80154
H -0.96185 2.61536 -1.96658
H -1.71699 3.91526 -3.87589
H -2.90344 2.95348 -4.79637
H -1.65449 2.11972 -3.93020
H -5.13510 2.93831 -3.56984
H -4.33027 4.51404 -3.42315
H -4.97216 3.73625 -1.97696
*
```

The HOMO-LUMO gap comes out at 7.66 eV. The calculation puts the HOMO energy at -10.3 eV. Its LUMO energy is -2.7 eV.

Atomic partial charges in e from the Löwdin method, atoms 1 to 6:
1 Ba 1.63
2 C -0.47
3 C -0.42
4 C -0.36
5 Sb 1.40
6 C -0.45



[4]
Entry from the Open Molecules 2025 dataset: a 3-piece molecular cluster, C3H14N2O2 overall (ωB97M-V/def2-TZVPD).

```
! RIJCOSX wB97M-V def2-TZVPD def2/J DEFGRID3
* xyz 0 1
N 0.49259 0.43751 0.69298
C 0.53134 -0.99684 1.21681
C -0.25914 -2.19402 0.54968
C -0.61749 -1.91879 -0.97982
N -1.75766 -1.08378 -1.09919
H -0.50453 0.54745 0.59469
H 1.04857 0.56689 -0.20504
H 1.65710 -1.38718 1.15070
H 0.28472 -0.91186 2.29114
H -1.15111 -2.60304 0.94748
H 0.40015 -3.00475 0.86796
H 0.32156 -1.41129 -1.17039
H -0.71720 -2.78234 -1.54938
H -2.23253 -1.21950 -1.95212
H -1.62885 -0.02691 -1.24230
O -0.35705 2.89923 -0.04315
H -0.55664 3.81521 0.09175
H -1.23127 2.52145 -0.13624
O 2.28013 3.23966 0.16246
H 1.61664 3.15582 -0.55356
H 2.38069 2.35708 0.36555
*
```

The HOMO-LUMO gap comes out at 9.61 eV. The calculation puts the HOMO energy at -9.2 eV. Its LUMO energy is 0.4 eV.

Atomic partial charges in e from the natural (NBO) method, atoms 1 to 6:
1 N -0.84
2 C -0.23
3 C -0.45
4 C -0.22
5 N -0.84
6 H 0.35



Energy above the lowest of the compared OMol25 structures with the same formula, charge and spin: 0.249, 5.608, 0.000, 2.675 (eV)
Maximum force: 4.96, 2.06, 0.64, 4.48 (eV Å⁻¹)